Record 1
{
  "formula": "C4H6F4N2V",
  "method": "wB97M-V/def2-TZVPD",
  "species": ["F", "H", "C", "C", "N", "H", "F", "H", "F", "H", "N", "C", "V", "C", "F", "H", "H"],
  "xyz": [[-2.16250, 0.27450, -1.18624], [-3.19079, -1.05874, 4.33553], [-2.13576, -1.28843, 4.18635], [1.62485, 0.92675, -2.93934], [-1.46584, -0.81837, 1.65507], [2.25382, 1.30844, -4.92693], [-0.48093, 2.22455, 0.47469], [-2.03215, -2.35834, 4.36705], [1.36010, 0.14110, 0.98702], [3.23905, 0.09295, -3.95395], [0.78361, 0.84835, -2.11667], [2.66296, 1.01825, -3.95920], [-0.37299, 0.24255, -0.16326], [-1.81002, -1.03155, 2.77447], [-0.04986, -1.69408, -0.73245], [3.30858, 1.84089, -3.65172], [-1.53217, -0.66883, 4.84959]],
  "forces_ev_per_angstrom": [[2.09, 0.10, 1.20], [0.02, 0.14, 0.08], [-0.51, -0.12, -0.73], [-3.43, -0.38, 2.89], [-1.43, -0.40, 4.87], [-0.06, -0.44, 0.02], [-0.11, -2.27, -0.79], [0.29, 0.11, 0.21], [-1.84, 0.05, -1.32], [-0.10, 0.08, -0.33], [3.02, 0.16, -2.45], [0.06, 0.52, 0.55], [0.13, -0.44, 0.10], [1.85, 1.03, -4.64], [-0.28, 2.15, 0.49], [0.22, -0.07, -0.01], [0.07, -0.21, -0.13]],
  "mulliken_charge": [-0.69, 0.26, -0.78, 0.38, -0.19, 0.27, -0.71, 0.26, -0.68, 0.25, -0.11, -0.81, 1.27, 0.41, -0.65, 0.26, 0.25],
  "total_energy_ev": -43787.307,
  "s2": 2.01,
  "charge": -1,
  "de_lowest_ev": 1.232,
  "orbital_gap_ev": [8.11, 8.92],
  "multiplicity": 3
}

---

Record 2
{
  "formula": "C36H64F4I2InN8SbSi2",
  "method": "wB97M-V/def2-TZVPD",
  "species": ["H", "H", "H", "H", "N", "C", "C", "C", "C", "C", "H", "H", "C", "C", "H", "C", "H", "C", "Si", "C", "C", "C", "H", "H", "H", "H", "H", "C", "H", "H", "N", "H", "H", "C", "C", "H", "H", "C", "H", "H", "H", "C", "H", "H", "H", "H", "N", "H", "H", "H", "F", "C", "H", "C", "I", "F", "C", "Si", "C", "N", "C", "I", "C", "H", "C", "H", "N", "H", "H", "H", "H", "C", "H", "H", "H", "H", "C", "Sb", "H", "H", "H", "C", "H", "C", "C", "N", "H", "C", "C", "C", "H", "H", "N", "F", "H", "C", "H", "C", "H", "H", "H", "H", "F", "H", "H", "H", "H", "H", "C", "N", "H", "H", "H", "H", "In", "H", "C", "H"],
  "xyz": [[3.31649, 2.04840, 4.78673], [1.12523, -4.33588, -0.12072], [5.03765, 4.50691, -2.22200], [4.65698, -0.12181, -1.29792], [4.24382, -2.49720, 1.07944], [0.81626, -1.71078, 5.44943], [-4.26877, 0.05178, -2.33109], [1.99211, -3.67296, -0.14777], [2.99834, -1.76504, 0.84652], [0.33625, 1.92758, 6.28021], [2.30578, 3.41353, 4.32279], [3.74846, 2.15299, -4.60157], [-3.47945, -0.98969, 4.12812], [-1.36591, 3.18180, 1.97333], [-2.53176, 4.76377, -0.23870], [3.81721, 2.81261, -1.98011], [0.90856, -3.97355, 2.19129], [4.34937, -3.54324, 0.05474], [3.10803, 0.10368, -3.27835], [1.73913, 4.64677, -1.45442], [2.99626, 2.65952, 3.94112], [4.13015, -3.15767, 2.38585], [4.03437, -2.39190, 3.15954], [-1.92934, 2.03308, -0.98710], [5.56669, -0.00721, -2.80420], [0.35486, -2.33677, 4.68345], [2.13232, 0.00930, 5.61059], [-2.94208, -2.24535, 4.31478], [5.26694, -4.11094, 0.22335], [-3.86624, -1.02353, -4.19480], [2.07176, 1.12597, -2.23486], [-1.05509, 3.54091, 2.95562], [-0.43238, 1.35928, -2.89411], [3.47256, 1.11990, -4.81006], [-2.47637, -0.70832, 1.90768], [2.88987, -1.00041, 1.62421], [-0.86668, 2.27633, -4.33332], [-3.18057, 0.96869, 0.35588], [-1.28290, 2.09329, 1.97067], [0.95283, 5.36748, -1.28488], [-3.64241, 2.41073, -1.14848], [-2.14827, -2.71695, 3.28611], [-3.31399, 2.09345, -3.67590], [1.62031, -2.54290, 2.95686], [-1.31862, 4.90936, -1.50000], [1.37876, -1.28305, -4.44982], [2.98159, -4.06205, 2.45984], [4.04249, -5.63926, 1.58303], [-1.39208, 6.10772, -0.20778], [0.57458, 6.10064, 1.67955], [-3.77633, 1.00739, 2.96997], [1.71243, -0.63561, 4.83950], [-2.52979, 0.59555, -4.17254], [4.66363, -0.42010, -2.34816], [-1.11811, -3.66172, -4.50039], [-1.57880, -3.93246, 3.38740], [4.04384, 4.12645, -2.02310], [-0.34515, 4.02094, 0.65684], [3.13062, -5.06621, 1.40162], [-2.22152, -0.07096, 0.73100], [-1.18736, 2.02011, -3.32215], [-0.63836, -2.05285, -2.27165], [1.76376, -3.29758, 2.17884], [-0.15062, 2.68132, 6.90358], [2.36056, 1.81222, 2.84550], [3.03682, -1.87734, -4.58770], [-2.95804, 0.67426, -2.15177], [-5.25998, -1.59604, -3.28822], [2.58183, 1.13096, -5.44276], [-4.65930, -0.22060, -1.35399], [1.07163, 4.67302, 2.58088], [2.44685, 2.26014, -1.80656], [-2.42023, 3.43619, 1.85770], [-3.17689, 1.81994, 1.03471], [4.75505, -1.50702, -2.38068], [2.55639, -1.08121, 4.30647], [1.47078, 3.21951, -1.13548], [0.65811, 0.60417, 3.42579], [2.03310, -3.20467, -1.13041], [1.37916, -2.36688, 6.11650], [-4.97545, 0.78626, -2.75978], [-2.55264, 1.34630, -3.38148], [2.01896, 2.43510, 2.01510], [-4.24657, -1.20343, -3.18971], [-2.92603, 1.57488, -1.01719], [1.81706, -2.62964, 0.87323], [1.40952, 2.10997, 6.32758], [-1.91937, -1.98116, 2.14956], [-1.49483, 5.04308, -0.43138], [-0.19734, 1.99654, 4.85492], [-3.11806, -2.81674, 5.21276], [0.14415, 0.95716, 6.73821], [0.56686, 2.82279, -0.32724], [-4.23103, -0.44263, 5.09794], [3.87874, 3.18614, 3.56943], [0.92397, 5.07050, 1.57434], [3.12107, 6.12158, -2.01726], [2.30259, -1.44764, -3.89658], [4.40649, -3.06858, -0.92675], [-0.03587, 2.98953, 4.43127], [3.09600, 1.12012, 2.42560], [2.27636, -5.74482, 1.43299], [-1.14823, -2.51994, 1.18400], [-3.62650, -1.97075, -2.72760], [4.62296, 2.11538, -2.15679], [-1.20329, 2.94491, -2.74127], [1.89812, 5.10004, 1.08713], [3.04879, -1.26544, -0.12623], [-3.25443, -0.24062, 2.98758], [3.20913, -4.45858, 0.07014], [5.04234, -3.72793, 2.57330], [2.11064, -2.19123, -3.12416], [-1.27407, 1.81947, 4.84062], [0.00210, -1.27074, 6.02916], [-0.12449, -0.18971, -0.08357], [-4.19694, 0.56887, 0.42622], [2.94234, 5.06639, -1.85253], [4.27915, 0.66176, -5.38735]],
  "forces_ev_per_angstrom": [[0.01, 0.00, 0.00], [-0.01, 0.01, -0.02], [-0.01, 0.01, 0.02], [0.01, -0.01, 0.00], [-0.03, -0.01, 0.03], [0.01, 0.01, 0.02], [0.02, 0.04, -0.04], [-0.03, -0.04, 0.06], [-0.02, 0.03, 0.02], [-0.02, 0.00, -0.01], [-0.01, -0.01, 0.02], [0.03, 0.01, 0.01], [0.00, -0.01, 0.03], [-0.01, 0.09, -0.01], [0.00, 0.00, -0.01], [-0.07, -0.08, -0.03], [-0.04, 0.00, 0.02], [0.02, 0.01, -0.03], [0.03, 0.05, 0.04], [-0.09, -0.09, 0.08], [0.02, -0.02, -0.01], [0.02, 0.02, 0.00], [0.00, -0.01, -0.01], [-0.02, 0.01, 0.01], [0.00, 0.01, 0.00], [0.00, -0.01, 0.02], [0.03, 0.01, 0.02], [0.03, 0.05, -0.03], [0.00, 0.00, 0.00], [0.00, 0.00, -0.01], [0.07, 0.02, -0.12], [-0.09, 0.01, -0.18], [0.03, -0.05, 0.03], [-0.01, 0.01, 0.01], [-0.04, -0.07, 0.16], [0.01, -0.01, -0.04], [-0.01, 0.01, -0.01], [-0.07, 0.05, -0.15], [-0.04, 0.02, -0.03], [-0.10, 0.01, -0.01], [-0.02, 0.00, 0.04], [0.04, -0.03, 0.04], [-0.01, 0.00, 0.01], [0.06, -0.06, -0.08], [0.03, 0.00, 0.01], [0.01, 0.02, 0.01], [-0.01, -0.02, 0.00], [-0.01, -0.01, 0.00], [-0.01, 0.00, 0.00], [-0.01, 0.00, 0.01], [-0.04, -0.04, 0.12], [0.00, -0.02, -0.01], [0.00, 0.01, 0.01], [0.03, 0.07, -0.02], [-0.05, 0.02, 0.08], [0.01, 0.02, 0.00], [-0.06, 0.04, -0.03], [0.06, 0.00, -0.02], [0.02, -0.01, -0.02], [0.07, 0.36, 0.07], [-0.07, 0.00, -0.01], [-0.05, -0.23, -0.25], [-0.04, 0.10, 0.04], [0.00, -0.01, 0.00], [-0.03, 0.02, 0.04], [-0.02, -0.02, -0.04], [0.07, -0.11, 0.04], [0.00, 0.01, 0.00], [0.01, 0.03, -0.01], [0.01, -0.01, 0.07], [0.00, 0.00, -0.01], [-0.05, -0.03, 0.03], [0.04, -0.01, 0.04], [-0.01, -0.09, -0.06], [0.03, 0.02, -0.02], [-0.04, 0.02, 0.01], [0.13, 0.03, 0.02], [0.25, -0.07, -0.08], [0.04, 0.02, -0.04], [-0.01, 0.00, 0.00], [0.00, 0.01, 0.03], [0.08, 0.00, -0.05], [0.05, -0.01, -0.01], [0.01, -0.01, 0.02], [0.06, 0.02, 0.05], [0.09, -0.02, -0.02], [0.02, 0.00, -0.01], [-0.10, 0.00, -0.04], [0.06, -0.01, -0.04], [-0.04, -0.07, 0.06], [-0.01, 0.00, 0.00], [0.01, -0.02, 0.01], [0.03, 0.09, 0.07], [-0.01, 0.00, 0.02], [-0.01, 0.02, 0.00], [0.00, 0.03, -0.02], [0.00, -0.01, -0.02], [0.14, -0.02, 0.02], [0.00, -0.02, 0.03], [0.06, -0.09, 0.12], [-0.04, -0.01, -0.01], [0.00, 0.00, 0.00], [0.11, -0.03, -0.08], [-0.03, 0.01, -0.02], [0.02, -0.06, 0.01], [0.01, -0.05, -0.04], [0.00, 0.02, -0.01], [-0.02, -0.02, 0.02], [0.02, 0.07, 0.00], [-0.01, 0.00, 0.03], [0.00, 0.00, 0.00], [0.04, 0.05, -0.05], [-0.01, 0.05, -0.02], [0.00, 0.01, -0.01], [-0.47, 0.11, 0.19], [-0.02, -0.07, -0.08], [0.07, -0.04, 0.04], [-0.01, -0.02, 0.00]],
  "mulliken_charge": [0.36, 0.15, 0.46, 0.46, 0.19, -0.98, -0.50, -0.52, 0.63, -1.38, 0.35, 0.37, 0.11, 0.10, 0.44, -1.10, 0.52, -0.38, 0.72, -0.94, -1.62, -0.79, 0.24, -0.76, 0.51, 0.05, 0.73, -0.44, 0.39, 0.34, 0.16, 0.41, -0.14, -1.26, 0.13, -0.68, 0.57, -0.83, -0.98, 0.45, 0.29, -0.19, 0.23, -1.25, 0.36, 0.23, 0.14, 0.37, 0.47, 0.48, -0.47, -0.44, 0.33, -1.52, -0.32, -0.39, -0.76, 0.95, -0.69, 0.04, -0.28, -0.40, 0.43, 0.43, 0.57, 0.33, 1.50, 0.44, 0.31, 0.19, 0.20, 0.21, 0.69, 0.07, 0.44, -0.06, 0.21, -1.25, -0.08, 0.38, 0.37, -0.94, -0.62, -1.19, -0.70, 0.83, 0.26, 0.31, -1.66, -0.37, 0.52, 0.27, 0.95, -0.37, 0.42, -1.26, 0.46, -1.17, -0.07, 0.34, 0.51, 0.35, -0.26, 0.12, 0.40, -0.22, 0.37, -0.19, 1.00, 0.11, 0.39, 0.38, 0.60, 0.24, 1.61, 0.70, -0.57, 0.36],
  "total_energy_ev": -104829.247,
  "de_lowest_ev": 0.000,
  "orbital_gap_ev": 5.49,
  "multiplicity": 1
}

---

Record 3
{
  "formula": "C5H10N2O2",
  "method": "wB97M-V/def2-TZVPD",
  "species": ["N", "H", "H", "C", "C", "H", "H", "C", "C", "H", "C", "O", "H", "H", "N", "H", "H", "O", "H"],
  "xyz": [[-0.11652, 2.01674, 0.86557], [-0.30202, 2.29568, -0.08657], [-1.50955, -2.62078, -0.56528], [0.77576, 1.02140, 1.13421], [1.53794, 0.48878, -0.08242], [-1.46357, 0.91508, -1.46816], [-0.99900, -1.93347, 0.98968], [0.89096, -0.34667, -0.89312], [-0.70523, -2.08139, -0.05525], [0.18779, -2.71370, -0.08026], [-1.66964, 0.02074, -0.87253], [2.91798, 0.54385, -0.03748], [1.42275, -0.99627, -1.58318], [-2.07930, 0.32231, 0.09615], [-0.46918, -0.78705, -0.70095], [-0.34790, 2.64104, 1.62521], [-2.44184, -0.55572, -1.39312], [1.24384, 0.86406, 2.25868], [3.12674, 0.90538, 0.84882]],
  "forces_ev_per_angstrom": [[-0.20, -0.41, 0.06], [0.03, -0.11, 0.29], [0.00, 0.07, -0.02], [2.27, 2.28, 0.04], [-0.66, -1.76, 0.87], [0.05, -0.16, 0.07], [0.01, -0.17, 0.12], [-0.78, -1.07, 0.11], [0.30, 0.64, -0.20], [-0.07, 0.24, -0.02], [0.55, -0.25, 0.06], [-0.90, 0.85, 0.50], [0.36, 0.37, -0.16], [-0.15, 0.17, 0.00], [-0.07, 0.31, -0.40], [-0.14, -0.19, -0.11], [0.05, -0.02, -0.04], [-0.67, -0.54, -0.64], [0.02, -0.23, -0.53]],
  "mulliken_charge": [-0.35, 0.23, 0.33, 0.41, 0.39, 0.30, 0.30, -0.52, -1.00, 0.32, -1.06, -0.53, 0.47, 0.38, 0.09, 0.24, 0.30, -0.64, 0.35],
  "total_energy_ev": -12420.914,
  "de_lowest_ev": 2.559,
  "orbital_gap_ev": 8.65,
  "multiplicity": 1,
  "smiles": "CN(C)/C=C(/O)C(N)=O"
}